A cluster of 10 separate species, C38H98N6O10 in total at a distorted geometry. Source: OMol25; level of theory: ωB97M-V/def2-TZVPD.

The molar mass comes out at 799.23 g/mol. Its charge is 0. The spin multiplicity is 1. For the highest occupied orbital energy, the calculation gives -8.16 eV.

XYZ file:
```
152
Properties=species:S:1:pos:R:3:forces:R:3
H 26.326544 10.638209 32.899369 0.16 0.19 -0.02
H 33.952725 18.474774 38.807164 -0.04 -0.06 0.07
C 26.723644 16.354187 28.777128 -0.76 -0.84 -0.15
H 26.752740 17.886081 26.535752 -0.24 0.17 0.19
H 29.539481 21.113087 30.442582 0.43 -0.44 -0.23
C 27.186008 17.820264 28.681115 -1.53 -0.62 -1.05
O 32.605737 13.471095 27.684331 0.75 -0.38 -0.31
C 31.906332 12.354555 37.577851 -0.10 -0.31 -0.61
C 31.677436 15.486112 31.795601 -0.60 -0.66 -0.53
H 31.018412 19.253178 38.921728 0.39 0.24 0.32
O 25.591570 20.185275 35.262920 -0.31 0.68 -0.75
C 30.673476 18.025667 34.085532 -1.48 0.55 -0.73
C 25.662051 12.564179 32.126045 -0.14 -1.03 -0.98
H 35.981829 13.866103 35.071862 -0.02 -0.01 -0.03
O 28.813720 9.055534 33.859334 0.20 0.17 0.10
H 28.613302 19.608803 25.997809 0.45 -0.92 -0.10
H 26.589642 19.252764 33.688385 -0.03 0.99 -0.09
H 29.158805 8.187803 34.084820 -0.11 -0.05 -0.11
H 30.099697 10.070706 41.913678 0.23 0.47 -0.10
H 30.191756 13.008813 33.712119 -0.01 0.12 0.05
C 29.182742 9.936736 34.937252 0.04 -0.57 -0.93
H 32.699596 12.667486 38.262451 0.02 0.08 -0.04
H 30.351917 18.886289 34.680259 0.25 -0.21 0.45
H 32.631750 20.406935 36.024748 -0.18 0.22 0.18
H 25.687675 22.555846 38.205887 0.65 0.42 -0.62
N 26.507702 21.972225 38.412617 -1.81 -0.42 0.61
H 24.647483 12.956700 32.007031 0.21 0.65 -0.15
O 31.814791 12.272989 30.030892 -0.41 -0.36 -0.42
H 34.511429 14.408466 27.369035 -0.24 -0.19 -0.29
C 31.732804 16.404101 35.612528 0.95 -0.45 -0.26
H 34.131695 21.548698 34.639579 -0.01 0.24 0.10
H 26.252302 19.759891 28.966796 -0.34 0.12 -0.38
H 25.650799 18.465135 29.959509 -0.58 0.12 -0.16
C 32.787787 20.157769 38.160488 -0.10 -0.78 0.45
H 34.673258 12.666511 34.914835 -0.02 0.11 0.25
H 27.367815 21.667825 36.555286 -0.30 0.03 -0.19
H 27.615521 20.205975 27.090596 -0.28 -0.27 0.87
H 29.952653 18.066682 33.257318 0.43 0.07 -0.29
H 29.188666 10.942226 34.520087 -0.28 0.07 0.21
H 32.552374 21.174534 38.487834 0.46 0.25 -0.30
H 28.359889 16.734658 35.423999 0.07 0.10 -0.07
C 35.749511 12.799279 35.048974 -0.03 -0.15 -0.23
H 25.275704 19.537821 37.159606 0.32 -0.08 0.23
H 31.607937 15.637664 36.385082 -0.60 -0.08 -0.14
C 29.374191 16.701176 35.837075 -1.03 0.38 -0.31
H 26.426301 13.439129 30.272177 0.22 0.07 0.10
H 32.038513 17.288830 36.176475 -0.46 0.24 -0.13
H 33.489681 12.230978 31.184473 -0.23 -0.13 0.32
H 35.852270 21.597471 35.223088 -0.13 0.30 0.05
H 26.458148 18.276385 35.008056 -0.22 0.10 0.75
H 29.407182 15.854395 36.523282 0.22 -0.26 -0.32
H 30.007651 12.203878 39.244734 -0.22 -0.13 -0.30
C 30.735699 13.398802 32.851286 0.50 -0.01 -0.39
O 29.061725 15.680466 33.069493 0.34 0.00 0.55
H 27.381933 18.950226 37.827313 -0.41 0.14 -0.34
C 28.736604 20.419618 30.170201 -0.90 1.60 0.85
H 29.335841 9.930068 38.873063 -0.81 -0.13 0.58
H 34.622962 20.040569 39.291211 0.01 -0.05 0.07
H 32.261810 14.755438 31.228484 0.32 0.29 -0.04
H 33.419684 15.071491 28.607592 0.50 0.08 0.16
H 32.184028 16.443081 31.913050 0.22 -0.11 0.18
N 26.444592 13.427279 32.975974 -0.48 0.45 1.02
H 32.458622 10.853858 31.459903 -0.44 -0.19 -0.45
H 26.079421 13.398323 33.924828 0.10 0.00 -0.07
C 25.544782 20.471013 36.640191 -0.34 -0.88 0.20
C 26.800296 21.082605 37.281189 0.15 -0.58 0.44
H 22.988309 11.784066 32.966744 0.03 0.35 0.07
H 30.506921 18.464511 31.046601 0.23 0.59 0.11
H 28.259800 17.166117 26.990556 0.32 0.27 -0.22
H 31.689574 18.219334 33.748881 -0.01 -0.21 -0.18
H 33.233717 19.372745 40.161432 -0.09 0.04 -0.02
H 25.874367 11.762902 30.139348 0.01 0.13 -0.10
O 36.414278 12.118202 33.987604 0.16 0.10 0.07
C 29.499751 19.471856 27.975697 -1.02 -0.95 -0.91
C 33.780407 14.151430 28.137835 -0.55 0.77 0.34
H 25.994808 21.374793 39.077863 0.80 -0.05 0.28
H 31.171772 13.158428 37.449750 -0.02 0.03 0.24
H 33.439528 14.621674 33.343482 -0.33 -0.97 -0.33
C 30.728355 11.367485 39.297937 -1.21 0.92 0.39
H 34.291776 13.552495 28.888395 -0.21 -0.19 -0.01
H 31.607518 12.767076 32.678688 -0.16 -0.22 -0.07
H 27.581769 19.620897 35.162724 0.16 0.09 -0.32
H 24.870072 10.415799 32.049818 -0.50 0.55 -0.36
C 29.166096 19.178671 29.446384 2.25 -0.41 0.20
C 29.974679 10.103422 39.741460 2.62 0.07 -1.01
H 28.078516 20.161127 38.833197 0.24 0.39 -0.14
H 27.429922 13.197786 33.018975 -0.05 -0.41 -0.25
H 32.077547 14.082063 27.165839 -0.07 0.00 0.01
C 26.601052 19.343554 34.774524 0.22 -1.14 0.35
O 27.918994 17.714110 30.890289 0.09 0.55 0.66
H 26.558998 15.970464 29.784433 0.29 0.31 0.16
H 28.245684 20.224548 31.127842 -0.03 -0.36 -0.14
N 30.253501 15.565885 33.839872 0.29 -0.80 0.73
H 23.128461 12.202861 34.744053 -0.05 0.35 -0.29
H 33.760433 15.723308 35.460639 0.01 -0.18 -0.07
C 29.370936 10.212968 41.117857 -1.09 -0.73 -0.41
H 28.763894 11.111262 41.225318 0.26 0.17 0.22
C 26.389450 12.482038 30.784329 -0.74 -0.80 0.07
H 33.531245 11.060378 29.992805 -0.65 -0.63 -0.13
H 28.586545 20.009296 37.104310 0.41 -0.39 0.50
H 30.868155 17.820743 29.500764 -0.10 0.06 -0.21
C 27.598346 18.011828 27.209168 1.18 0.30 0.30
H 27.336850 15.626254 28.236245 0.57 0.32 0.25
C 33.700691 19.467001 39.181462 0.25 0.50 -0.35
H 31.739443 9.167286 40.278131 -0.15 0.05 0.18
H 25.751864 16.179075 28.297083 -0.05 0.58 -0.05
H 28.449372 9.803963 35.731650 0.26 0.37 0.31
H 33.273175 16.710304 34.113704 -0.09 0.04 0.01
N 31.570986 19.370222 38.086419 -0.77 -0.92 -0.51
C 30.569655 18.750234 29.992852 -0.68 -0.77 0.15
C 31.281788 14.797451 33.114111 0.06 1.32 0.16
H 30.141288 18.683281 27.570000 0.44 0.05 0.49
C 23.366126 11.498758 33.948329 0.17 -1.02 0.44
H 28.063660 21.088613 29.620354 -0.20 -0.43 -0.24
C 32.549658 14.689017 33.976730 0.70 0.60 0.53
H 25.175743 18.480271 28.202905 -0.20 0.25 0.06
H 30.917183 19.593890 37.347514 0.28 0.35 -0.10
H 36.074016 12.363599 35.994346 -0.11 -0.03 -0.01
H 31.326398 19.493352 29.749381 0.00 0.19 0.45
H 27.379808 12.056818 30.959749 0.17 0.28 -0.12
H 33.560382 19.046602 36.450493 0.40 -0.11 0.44
H 22.870761 10.561436 34.228513 -0.15 0.01 -0.14
H 35.085314 20.069561 34.833231 0.02 0.09 -0.30
C 28.311853 19.356264 27.022285 -0.67 1.30 -0.54
H 28.412997 16.925202 31.157534 0.00 0.07 -0.04
O 31.297236 11.157180 38.022501 0.13 0.40 0.48
N 30.925065 8.966512 39.704214 -0.16 -0.29 0.31
H 30.038008 20.415015 27.905220 -0.12 0.10 0.01
C 32.918852 15.925549 34.792990 -0.52 0.52 -0.20
H 29.482478 17.580059 36.476517 0.12 0.11 -0.16
N 28.313253 18.006518 29.581071 0.03 -0.58 -1.49
C 27.753735 19.976097 37.809936 0.30 0.23 -0.54
C 30.460847 16.674065 34.749821 1.45 -0.09 1.95
C 25.938224 18.717453 28.934828 1.47 -0.44 1.35
H 30.800806 15.664594 31.164984 -0.10 0.04 0.20
H 24.657613 21.083444 36.823028 0.22 0.43 -0.46
O 34.520259 20.897531 36.592544 0.30 0.50 0.62
H 30.210214 9.721747 35.236707 -0.12 0.04 0.42
H 28.685024 9.370288 41.243574 -0.03 0.04 0.00
H 30.133207 13.360932 31.944646 -0.14 -0.03 0.11
H 31.430547 11.789594 40.032406 0.52 -0.71 0.02
C 25.379282 11.146968 32.684641 1.32 -0.06 1.07
H 32.489274 13.843296 34.666454 -0.04 -0.15 -0.17
H 32.166953 12.553511 29.165203 -0.49 -0.02 0.26
C 34.903418 21.071138 35.248383 0.07 -1.20 0.14
H 28.501487 15.115447 33.615426 -0.58 0.18 -0.58
O 24.765494 11.253519 33.966102 -0.16 0.24 -0.24
C 32.801985 11.522133 30.672174 2.06 1.25 0.48
H 32.311300 12.153036 36.584854 0.19 -0.02 0.12
H 31.306029 8.846128 38.773888 -0.20 0.11 -0.12
C 33.392949 20.089192 36.759580 -0.87 0.39 -0.89
H 36.741354 12.766752 33.361982 -0.01 -0.01 -0.05
```
Forces are in eV/Å.